ORCA calculation (wB97M-V/def2-TZVPD) on a molecular structure, C13H27N2O4PPdS3.

Properties
Frontier orbital gap (spin up / spin down) = 8.70 / 4.90 eV
Multiplicity = 5
LUMO level (spin up / spin down) = -0.1986 / -0.3881 Ha
HOMO (spin up / spin down) = -0.5184 / -0.5683 Ha
Relative energy (zero: lowest compared OMol25 entry of this formula, charge and spin) = 3.4 kcal per mole
Total charge = +2

```
51
Properties=species:S:1:pos:R:3:forces:R:3:lowdin_charge:R:1
Pd 0.442 0.171 0.860 0.40 0.11 -0.10 0.81
N 1.828 -1.139 2.025 -0.04 -0.08 -0.03 -0.02
C 1.096 -1.969 3.000 0.12 -0.07 -0.18 -0.12
C -0.139 -1.257 3.510 -0.07 0.30 0.07 -0.48
O -0.595 -1.468 4.601 -0.05 -0.04 -0.02 0.15
N -0.681 -0.313 2.613 -0.22 -0.16 -0.03 -0.06
C -1.327 0.752 3.164 0.10 0.08 0.00 -0.08
C -0.063 2.047 3.179 0.23 -0.02 -0.29 -0.53
O -0.276 2.859 4.012 -0.02 -0.03 0.02 0.21
O 0.795 1.855 2.272 -0.20 0.00 0.30 -0.14
H 2.429 -0.472 2.502 0.03 0.00 0.06 0.10
H 2.424 -1.707 1.434 0.02 -0.05 0.01 0.10
H 0.789 -2.893 2.509 0.01 -0.02 0.00 0.12
H 1.708 -2.243 3.857 -0.01 0.01 0.04 0.14
H -2.026 1.275 2.511 0.01 -0.02 0.00 0.11
H -1.654 0.657 4.196 0.00 0.01 0.01 0.13
C 1.997 0.278 -3.106 0.02 0.01 0.07 -0.43
C 3.076 0.861 -2.169 -0.06 -0.12 -0.13 -0.46
S 2.649 0.962 -0.415 -0.01 0.15 0.16 0.91
C 2.317 2.721 -0.153 -0.08 0.04 -0.03 -0.49
C 1.039 3.246 -0.790 0.05 -0.01 -0.08 -0.46
S -0.499 2.392 -0.319 0.02 -0.01 0.15 0.93
C -1.274 2.241 -1.932 -0.06 -0.07 -0.08 -0.47
C -0.705 1.091 -2.794 -0.14 -0.03 0.00 -0.46
S 0.802 1.502 -3.624 0.14 0.18 -0.18 1.22
H 1.465 -0.558 -2.652 0.05 -0.01 0.03 0.08
H 2.470 -0.038 -4.041 0.02 -0.01 0.02 0.11
H 3.431 1.839 -2.497 -0.02 -0.01 -0.04 0.10
H 3.929 0.186 -2.234 0.00 -0.01 0.03 0.09
H 3.170 3.296 -0.514 -0.01 0.01 -0.02 0.10
H 2.278 2.832 0.929 0.02 -0.01 0.02 0.07
H 1.106 3.201 -1.886 0.01 -0.01 0.01 0.04
H 0.918 4.304 -0.552 0.00 0.00 0.04 0.11
H -1.240 3.206 -2.437 0.00 -0.03 -0.06 0.10
H -2.327 2.022 -1.753 0.01 -0.02 0.04 0.09
H -1.407 0.900 -3.620 -0.01 0.04 0.05 0.12
H -0.546 0.181 -2.214 -0.06 0.02 0.05 0.04
C -1.375 -3.339 0.667 0.02 -0.09 0.15 -0.15
P -1.474 -2.065 -0.573 0.33 0.12 -0.12 0.59
C -2.852 -1.003 -0.130 -0.11 0.10 0.05 -0.15
C -1.931 -2.864 -2.099 0.06 -0.11 -0.16 -0.16
O -0.156 -1.287 -0.753 -0.49 -0.13 0.18 -0.50
H -2.260 -3.974 0.607 0.01 0.00 0.01 0.08
H -1.344 -2.888 1.659 0.00 -0.04 0.00 0.04
H -0.489 -3.952 0.499 -0.01 0.00 0.02 0.07
H -3.570 -1.551 0.482 -0.02 -0.01 -0.05 0.08
H -3.365 -0.653 -1.027 0.01 0.03 0.01 0.06
H -2.503 -0.150 0.450 0.02 -0.01 0.04 0.02
H -2.890 -3.374 -1.989 0.01 0.01 0.01 0.08
H -1.171 -3.596 -2.374 -0.02 0.01 -0.02 0.07
H -2.019 -2.123 -2.894 -0.01 -0.02 -0.01 0.06
```
Forces are in eV/Å.

ORCA calculation (wB97M-V/def2-TZVPD) on 3 unconnected molecules or ions with the total composition C13H28BrN5O2.

Properties
SMILES = CC[C@@H](Br)[C@@H](C#N)[C@@H](C#N)CC(N)(N)N.CCO.CCO
Frontier orbital gap = 9.59 eV
LUMO level = 0.0199 Ha
HOMO = -0.3325 Ha

```
49
Properties=species:S:1:pos:R:3:forces:R:3:lowdin_charge:R:1
C 5.415 0.559 -1.543 -0.04 0.05 0.01 -0.10
C 4.640 -0.211 -2.619 0.12 -0.09 -0.03 -0.29
C 3.667 -1.261 -2.097 -0.09 0.02 -0.01 -0.66
Br 4.644 -2.837 -1.464 -0.03 0.02 0.02 0.77
C 2.756 -0.791 -0.951 0.04 -0.01 0.02 -0.31
C 2.206 0.535 -1.259 0.11 -0.40 0.19 -0.20
N 1.797 1.586 -1.455 -0.10 0.33 -0.20 0.22
C 1.643 -1.829 -0.581 -0.09 -0.08 -0.02 -0.27
C 1.931 -2.359 0.759 0.05 0.03 -0.16 -0.22
N 2.161 -2.757 1.810 -0.02 -0.01 0.13 0.18
C 0.185 -1.333 -0.603 -0.08 -0.01 0.05 -0.08
C -0.533 -1.221 -2.009 -0.03 0.00 -0.06 -0.64
N 0.325 -1.427 -3.165 0.01 -0.03 -0.03 0.09
N -1.595 -2.229 -2.084 0.27 -0.19 0.23 0.09
N -1.116 0.098 -2.182 -0.14 -0.07 -0.20 0.08
H 6.443 0.730 -1.863 -0.03 0.02 0.02 0.08
H 5.458 0.013 -0.598 0.08 -0.04 -0.08 0.07
H 4.967 1.532 -1.344 -0.04 -0.06 0.03 0.07
H 4.068 0.472 -3.254 0.04 0.05 0.08 0.11
H 5.341 -0.725 -3.279 -0.09 0.00 -0.03 0.10
H 3.047 -1.633 -2.912 0.10 -0.01 0.01 0.08
H 3.388 -0.654 -0.069 -0.02 0.09 -0.05 0.13
H 1.741 -2.677 -1.264 0.02 0.03 0.03 0.12
H -0.370 -2.040 0.017 -0.05 0.08 0.02 0.11
H 0.114 -0.372 -0.094 0.10 -0.01 -0.06 0.08
H 0.965 -0.662 -3.332 -0.03 -0.01 0.00 0.07
H 0.812 -2.312 -3.153 0.03 0.03 0.04 0.07
H -1.714 -2.732 -1.217 -0.01 -0.02 -0.02 0.06
H -1.408 -2.903 -2.814 -0.12 0.16 -0.15 0.07
H -1.514 0.428 -1.309 0.04 0.06 -0.02 0.05
H -0.410 0.767 -2.464 0.01 0.08 0.20 0.05
C -1.392 1.438 3.040 -0.05 -0.04 0.02 -0.09
C -0.458 1.557 1.853 -0.09 0.07 0.01 -0.31
O -1.172 1.680 0.626 0.11 -0.03 0.03 -0.10
H -2.076 0.601 2.900 0.01 0.00 0.01 0.07
H -0.835 1.292 3.967 0.04 0.02 -0.02 0.08
H -1.999 2.340 3.140 0.01 0.01 0.02 0.07
H 0.151 0.657 1.754 0.02 0.01 0.04 0.10
H 0.225 2.403 1.982 0.02 -0.01 -0.03 0.11
H -1.742 2.453 0.689 -0.09 -0.07 -0.01 0.09
C -5.851 1.065 3.880 0.04 -0.04 -0.02 -0.09
C -5.388 2.157 2.935 -0.01 -0.02 -0.01 -0.32
O -4.539 1.660 1.906 -0.02 0.02 0.00 -0.09
H -4.994 0.562 4.329 0.00 0.01 0.01 0.07
H -6.471 1.478 4.677 -0.01 0.01 0.00 0.07
H -6.442 0.316 3.347 -0.02 0.01 0.01 0.07
H -4.792 2.896 3.471 -0.01 0.01 0.00 0.11
H -6.248 2.678 2.500 0.00 0.02 0.01 0.11
H -5.033 1.011 1.394 0.04 0.01 -0.03 0.09
```
Forces are in eV/Å.

ORCA calculation (wB97M-V/def2-TZVPD) on 3 unconnected molecules or ions with the total composition C13H28F3IN3O6P.

Properties
SMILES = CN(C)C(=O)C[PH](C)(CCCI)C[C@H](O)C(F)(F)F.C[N+](=O)[O-].C[N+](=O)[O-]
Frontier orbital gap = 8.26 eV
LUMO level = -0.0005 Ha
HOMO = -0.3041 Ha

```
55
Properties=species:S:1:pos:R:3:forces:R:3:lowdin_charge:R:1
C 0.169 1.432 -3.531 -0.05 -0.84 1.07 -0.07
N 0.133 0.216 -2.653 -0.45 1.05 -0.04 -0.15
C -1.287 -0.003 -2.346 -0.11 0.13 -0.26 -0.10
C 0.896 0.516 -1.447 -1.37 1.25 -0.59 -0.54
O 1.746 -0.236 -1.140 2.14 -1.85 0.94 0.08
C 0.645 1.776 -0.630 -0.34 -0.80 -0.73 -0.26
P 0.830 1.493 1.283 -0.71 -0.05 0.26 0.83
C 0.429 3.292 1.555 -0.36 -0.33 -0.48 -0.17
C -0.633 0.312 1.344 0.39 0.21 -0.26 -0.27
C -0.196 -1.167 1.586 -0.66 0.75 -0.68 -0.33
C -1.188 -2.114 0.853 0.59 -0.05 1.02 -0.61
I -0.125 -3.459 -0.461 -0.49 0.26 0.18 0.82
C 1.152 1.149 3.172 0.02 0.40 -0.18 -0.26
C 1.879 2.249 3.963 0.16 -1.83 0.97 -0.29
O 2.809 1.604 4.850 -0.04 0.24 -0.10 -0.03
C 0.950 3.119 4.848 0.55 0.63 -1.02 -0.64
F 0.973 4.390 4.430 -0.08 0.83 -0.56 0.13
F -0.323 2.745 4.843 -0.95 -0.48 -0.15 0.14
F 1.326 3.165 6.100 0.42 -0.34 1.37 0.17
H -0.288 1.148 -4.468 0.16 0.14 -0.19 0.06
H -0.445 2.198 -3.040 0.20 0.36 -0.47 0.08
H 1.204 1.751 -3.647 -0.10 0.10 -0.15 0.09
H -1.831 0.055 -3.288 -0.03 -0.16 0.02 0.07
H -1.711 0.805 -1.724 0.00 -0.17 0.03 0.08
H -1.488 -0.977 -1.901 0.24 0.02 0.11 0.04
H 1.403 2.506 -0.934 -0.19 0.11 0.02 0.10
H -0.367 2.115 -0.874 0.22 0.49 0.11 0.06
H 2.121 0.951 1.024 -0.11 0.26 -0.01 0.07
H -0.022 3.687 0.646 0.01 0.00 0.03 0.04
H 1.300 3.913 1.755 0.00 -0.15 0.29 0.06
H -0.325 3.362 2.341 0.31 0.07 0.19 0.05
H -1.355 0.642 2.095 0.23 0.06 0.13 0.10
H -1.157 0.409 0.393 0.11 -0.19 -0.07 0.05
H 0.824 -1.280 1.222 -0.06 -0.25 0.03 0.06
H -0.219 -1.384 2.654 0.16 -0.04 -0.04 0.10
H -1.706 -2.685 1.622 0.06 -0.45 -0.35 0.04
H -1.957 -1.570 0.314 0.23 -0.08 -0.40 0.03
H 0.220 0.821 3.640 0.09 0.33 0.24 0.07
H 1.819 0.283 3.202 0.02 0.08 -0.15 0.09
H 2.511 2.884 3.347 -0.18 0.19 -0.04 0.14
H 2.297 0.948 5.342 0.23 0.02 0.01 0.10
C -2.378 0.608 -7.212 0.06 -0.19 0.07 0.05
N -2.573 1.779 -6.312 -0.05 0.02 0.08 -0.43
O -2.418 1.603 -5.116 -0.24 0.16 -0.38 0.04
O -2.872 2.831 -6.837 0.07 -0.18 0.15 0.08
H -2.116 -0.254 -6.608 -0.01 0.07 0.05 0.09
H -3.313 0.443 -7.740 0.04 0.10 -0.06 0.10
H -1.578 0.857 -7.903 -0.09 0.07 -0.05 0.10
C 1.536 -6.906 1.690 0.15 -0.13 -0.07 0.04
N 0.067 -7.104 1.545 -0.05 -0.08 -0.04 -0.45
O -0.318 -8.174 1.111 0.01 0.28 0.09 0.06
O -0.641 -6.174 1.871 0.04 -0.23 0.02 0.01
H 2.042 -7.808 1.364 -0.09 -0.02 -0.01 0.09
H 1.812 -6.057 1.070 -0.07 0.07 0.10 0.08
H 1.737 -6.705 2.739 -0.04 0.11 -0.03 0.10
```
Forces are in eV/Å.

ORCA calculation (wB97M-V/def2-TZVPD) on a molecular structure, C13H28N3Zn.

Properties
Frontier orbital gap (spin up / spin down) = 2.83 / 2.83 eV
LUMO level (spin up / spin down) = 0.0833 / 0.0833 Ha
HOMO (spin up / spin down) = -0.0205 / -0.0206 Ha
Total charge = -1

```
45
Properties=species:S:1:pos:R:3:forces:R:3:lowdin_charge:R:1
C -0.968 -0.405 -2.804 -2.02 2.44 -2.51 -0.32
Zn 0.429 -1.394 -1.823 2.03 -0.85 2.05 0.02
N 2.213 -2.373 -1.187 0.33 -0.18 -0.02 0.00
N 0.005 -3.223 -3.082 -0.35 0.43 1.34 -0.01
H 1.980 -2.656 -0.235 0.09 -0.25 0.07 0.03
H 0.166 -0.585 -3.256 -0.24 -0.17 0.15 0.02
H -0.978 0.666 -2.568 0.18 0.02 -0.51 0.03
H -1.945 -0.701 -2.328 0.98 -1.21 0.57 0.05
H -1.232 -0.605 -3.852 -0.40 0.67 0.08 0.02
H -0.116 -4.090 -2.540 0.08 0.07 -0.48 0.01
H 0.762 -3.287 -3.755 0.19 -0.13 -0.11 -0.02
H -0.853 -2.994 -3.573 -0.24 -0.32 -0.29 0.00
H 2.475 -3.199 -1.742 -0.12 0.32 0.27 0.02
H 3.043 -1.775 -1.108 -0.31 -0.23 -0.15 0.01
C -0.937 1.996 4.090 0.24 -0.25 -0.22 -0.06
C -1.173 1.110 2.864 -0.12 -0.13 0.32 -0.30
C -2.438 0.623 2.566 -0.29 0.13 0.26 -0.07
C -2.634 -0.210 1.458 0.62 -0.01 0.11 -0.31
C -4.031 -0.685 1.230 -0.33 -0.39 -0.02 -0.08
C -1.569 -0.566 0.629 -0.17 0.31 0.30 -0.03
C -0.293 0.040 0.812 0.28 0.52 -0.04 -0.30
C -0.128 0.764 2.039 0.69 0.31 -0.01 -0.06
N 0.651 0.010 -0.182 -1.59 -1.15 -0.48 -0.04
C 1.659 1.055 -0.219 0.36 -1.12 -0.33 -0.63
C 1.111 2.483 -0.019 0.15 0.67 -0.25 -0.05
C 2.733 0.675 0.812 0.79 0.41 0.11 -0.07
C 2.353 0.995 -1.617 -0.32 0.01 -0.28 -0.12
H -1.556 2.910 4.019 0.26 -0.43 0.17 0.08
H -1.210 1.426 4.995 0.04 0.41 -0.21 0.07
H 0.133 2.301 4.183 -0.80 -0.25 -0.13 0.08
H -3.266 0.845 3.250 0.11 -0.02 -0.39 0.11
H -4.332 -1.233 2.127 -0.24 -0.13 -0.14 0.07
H -4.714 0.167 1.137 0.07 -0.14 -0.11 0.08
H -4.143 -1.339 0.356 0.07 0.19 0.21 0.07
H -1.744 -1.231 -0.227 0.03 0.34 0.32 0.07
H 0.844 1.153 2.365 -0.62 -0.21 -0.50 0.08
H 0.641 2.692 0.952 0.34 -0.24 -0.32 0.06
H 1.966 3.167 -0.144 -0.23 -0.03 0.13 0.08
H 0.365 2.790 -0.778 0.35 -0.53 0.15 0.09
H 3.261 -0.262 0.537 -0.29 0.56 -0.09 0.07
H 3.453 1.503 0.817 0.29 -0.26 0.34 0.08
H 2.353 0.506 1.827 0.20 0.18 -0.49 0.06
H 2.829 0.027 -1.848 -0.37 0.36 0.31 0.03
H 1.673 1.195 -2.474 0.15 -0.04 0.65 0.06
H 3.163 1.716 -1.702 0.10 0.31 0.18 0.07
```
Forces are in eV/Å.

| no. | DFT total energy (hartree) |
| --- | --- |
| 1 | -2585.22159 |
| 2 | -3510.37457 |
| 3 | -2066.19855 |
| 4 | -2455.57058 |